An isolated molecule of C20H23FN2O3S, computed with the ωB97M-V functional and the def2-TZVPD basis.

## Properties
SMILES ... O=C(CN(c1ccccc1F)S(=O)(=O)c1ccccc1)N1CCCCCC1
Lowest unoccupied orbital energy ... 0.7 eV
E_HOMO ... -8.923 eV

Positions of all 50 atoms, in Å:
O: -1.97 -0.04 -2.05
C: -1.03 -0.75 -1.74
C: 0.40 -0.23 -1.92
N: 0.91 0.25 -0.65
C: 2.23 -0.04 -0.29
C: 3.27 -0.22 -1.20
C: 4.56 -0.49 -0.77
C: 4.84 -0.57 0.58
C: 3.83 -0.39 1.51
C: 2.55 -0.14 1.07
F: 1.56 -0.02 1.98
S: 0.52 1.91 -0.37
O: 0.53 2.59 -1.63
O: 1.41 2.38 0.65
C: -1.14 1.84 0.27
C: -2.20 2.22 -0.54
C: -3.49 2.14 -0.04
C: -3.70 1.70 1.26
C: -2.63 1.34 2.07
C: -1.34 1.42 1.57
N: -1.21 -2.00 -1.27
C: -0.18 -2.93 -0.88
C: 0.23 -2.85 0.61
C: -0.80 -2.17 1.50
C: -2.20 -2.78 1.44
C: -3.07 -2.15 0.35
C: -2.58 -2.44 -1.06
H: 0.35 0.60 -2.64
H: 1.05 -1.01 -2.32
H: 3.07 -0.12 -2.26
H: 5.34 -0.63 -1.49
H: 5.85 -0.77 0.92
H: 4.02 -0.44 2.57
H: -1.99 2.56 -1.54
H: -4.32 2.42 -0.66
H: -4.71 1.63 1.64
H: -2.80 1.00 3.08
H: -0.49 1.17 2.18
H: -0.58 -3.93 -1.09
H: 0.70 -2.81 -1.50
H: 0.41 -3.87 0.97
H: 1.17 -2.30 0.69
H: -0.43 -2.22 2.53
H: -0.86 -1.11 1.23
H: -2.13 -3.86 1.28
H: -2.70 -2.62 2.40
H: -4.09 -2.53 0.44
H: -3.10 -1.07 0.50
H: -2.63 -3.51 -1.27
H: -3.20 -1.90 -1.78


A structure of composition C20H23MnN2OS3Se, computed with the ωB97M-V functional and the def2-TZVPD basis.

## Properties
2S+1 ... 6
⟨S²⟩ ... 8.765
Lowest unoccupied orbital energy (alpha / beta) ... -3.8 / -3.9 eV
Net charge ... +1
E_HOMO (alpha / beta) ... -10.214 / -10.426 eV

Positions of all 51 atoms, in Å:
Mn: 1.29 -0.28 0.30
C: 1.41 -3.02 -2.47
C: 0.04 -2.38 -2.46
S: -0.63 -1.92 -0.82
C: -0.64 -3.45 0.17
C: 0.65 -3.93 0.83
S: 1.76 -2.59 1.45
C: 3.39 -3.17 0.85
C: 3.57 -3.32 -0.65
S: 2.77 -2.03 -1.70
H: 1.72 -3.16 -3.51
H: 1.39 -3.99 -1.98
H: -0.68 -3.05 -2.92
H: 0.04 -1.42 -2.99
H: -1.04 -4.24 -0.46
H: -1.38 -3.22 0.94
H: 1.25 -4.54 0.16
H: 0.39 -4.54 1.70
H: 3.60 -4.12 1.34
H: 4.08 -2.42 1.24
H: 3.21 -4.29 -1.00
H: 4.63 -3.26 -0.88
O: 2.72 0.70 1.98
H: 2.67 1.66 1.88
H: 3.60 0.50 2.34
C: 1.25 1.21 -0.94
C: 0.77 2.31 -1.23
C: 0.11 3.54 -1.44
C: -0.46 4.16 -0.32
C: -1.16 5.34 -0.47
C: -1.30 5.90 -1.73
C: -0.74 5.29 -2.84
C: -0.03 4.12 -2.70
H: -0.34 3.70 0.65
H: -1.59 5.83 0.39
H: -1.85 6.82 -1.84
H: -0.86 5.75 -3.81
H: 0.41 3.62 -3.56
Se: 0.30 0.14 3.53
N: -0.21 0.16 1.80
C: -1.53 0.42 1.76
C: -2.31 0.56 0.60
C: -3.66 0.75 0.75
C: -4.27 0.84 2.02
C: -3.53 0.77 3.16
C: -2.14 0.56 3.06
N: -1.31 0.45 4.09
H: -1.83 0.54 -0.37
H: -4.28 0.85 -0.13
H: -5.34 0.96 2.08
H: -3.96 0.87 4.14


A structure of composition C20H23N2O6S2Ti, computed with the ωB97M-V functional and the def2-TZVPD basis.

## Properties
Lowest unoccupied orbital energy ... -2.9 eV
Net charge ... +1
E_HOMO ... -11.535 eV

Positions of all 54 atoms, in Å:
Ti: -0.17 -0.56 0.90
O: -1.22 -1.59 -2.98
C: -1.05 -1.19 -1.75
O: 0.04 -1.16 -1.20
C: -2.27 -0.78 -0.98
O: -1.83 -0.16 0.18
C: -1.26 -1.30 2.70
C: -0.27 -2.35 2.49
O: 0.51 -2.88 3.23
O: -0.04 -2.37 1.12
H: -0.37 -1.87 -3.36
H: -2.84 -1.70 -0.76
H: -2.92 -0.13 -1.56
H: -2.22 -1.50 2.23
H: -1.32 -0.83 3.67
S: 0.11 1.86 -0.09
C: 1.35 2.91 0.48
N: 1.66 3.97 -0.27
C: 2.61 5.01 0.13
C: 3.63 4.41 1.09
C: 2.90 3.70 2.21
N: 1.96 2.75 1.65
H: 1.14 4.07 -1.13
H: 2.08 5.84 0.59
H: 3.10 5.38 -0.77
H: 4.27 5.20 1.49
H: 4.26 3.70 0.56
H: 2.37 4.42 2.84
H: 3.60 3.15 2.84
H: 1.71 1.91 2.16
O: 1.42 -0.05 2.01
S: 2.39 -0.90 2.91
C: 3.00 -2.13 1.80
C: 3.02 -1.91 0.43
C: 3.50 -2.93 -0.39
C: 3.95 -4.12 0.16
C: 3.91 -4.32 1.54
C: 3.41 -3.32 2.37
C: 3.78 0.20 3.11
C: 4.63 0.58 2.08
C: 5.69 1.41 2.37
C: 5.91 1.85 3.67
C: 5.05 1.47 4.69
C: 3.98 0.63 4.41
H: 2.67 -0.99 -0.01
H: 3.53 -2.78 -1.46
H: 4.32 -4.90 -0.48
H: 4.23 -5.26 1.96
H: 3.32 -3.48 3.43
H: 4.48 0.21 1.07
H: 6.37 1.71 1.58
H: 6.76 2.49 3.89
H: 5.23 1.80 5.71
H: 3.32 0.30 5.20


An isolated molecule of C20H23N3, computed with the ωB97M-V functional and the def2-TZVPD basis.

## Properties
SMILES ... Cc1ccc(CCc2cccc3[nH]c4c(c23)CN[C@H](C)C4)cn1
Lowest unoccupied orbital energy ... 0.8 eV
E_HOMO ... -7.673 eV

Positions of all 46 atoms, in Å:
C: 3.73 -3.90 3.46
C: 2.58 -3.50 2.58
C: 2.87 -2.92 1.33
C: 1.84 -2.54 0.48
C: 0.54 -2.87 0.81
C: -0.57 -2.51 -0.15
C: -1.38 -1.32 0.39
C: -2.06 -0.60 -0.77
C: -3.14 -1.22 -1.45
C: -3.81 -0.58 -2.53
C: -3.40 0.68 -2.92
C: -2.27 1.28 -2.30
N: -1.70 2.53 -2.56
C: -0.61 2.68 -1.71
C: -0.49 1.58 -0.90
C: -1.59 0.65 -1.27
C: 0.57 1.46 0.17
N: 1.55 2.54 -0.03
C: 1.00 3.89 -0.25
C: 0.14 4.31 0.93
C: 0.20 3.93 -1.56
C: 0.35 -3.49 2.07
N: 1.33 -3.76 2.93
H: 4.22 -4.81 3.03
H: 4.48 -3.08 3.46
H: 3.35 -4.10 4.47
H: 3.90 -2.71 1.05
H: 2.07 -2.03 -0.45
H: -0.21 -2.20 -1.13
H: -1.22 -3.36 -0.30
H: -0.76 -0.64 0.96
H: -2.16 -1.71 1.03
H: -3.43 -2.22 -1.13
H: -4.64 -1.07 -3.06
H: -3.94 1.20 -3.72
H: -1.98 3.19 -3.29
H: 0.12 1.55 1.16
H: 1.07 0.49 0.14
H: 2.17 2.30 -0.83
H: 1.82 4.58 -0.28
H: -0.14 5.34 0.85
H: -0.78 3.70 1.00
H: 0.65 4.24 1.88
H: -0.52 4.77 -1.58
H: 0.87 4.03 -2.40
H: -0.63 -3.77 2.41


An isolated molecule of C20H23N3O2, computed with the ωB97M-V functional and the def2-TZVPD basis.

## Properties
SMILES ... CN1CC[C@@]2(C)c3cc(OC(=O)Nc4ccccc4)ccc3N(C)[C@@H]12
Lowest unoccupied orbital energy ... 0.7 eV
E_HOMO ... -7.409 eV

Positions of all 48 atoms, in Å:
C: -4.56 -0.27 1.70
N: -4.61 0.72 0.64
C: -4.12 2.02 1.06
C: -2.59 1.99 0.91
C: -2.40 1.12 -0.34
C: -1.99 1.94 -1.56
C: -1.46 -0.05 -0.16
C: -0.13 -0.06 0.16
C: 0.53 -1.29 0.20
O: 1.88 -1.39 0.56
C: 2.78 -0.55 -0.01
O: 2.53 0.29 -0.84
N: 4.00 -0.83 0.53
C: 5.24 -0.26 0.25
C: 5.40 0.76 -0.68
C: 6.66 1.29 -0.91
C: 7.76 0.81 -0.23
C: 7.60 -0.21 0.69
C: 6.35 -0.74 0.93
C: -0.14 -2.47 -0.07
C: -1.50 -2.46 -0.38
C: -2.16 -1.24 -0.42
N: -3.48 -1.00 -0.67
C: -4.40 -1.94 -1.24
C: -3.78 0.40 -0.53
H: -5.01 -1.19 1.35
H: -5.15 0.10 2.53
H: -3.54 -0.49 2.05
H: -4.54 2.77 0.38
H: -4.45 2.25 2.07
H: -2.14 1.52 1.79
H: -2.17 2.98 0.79
H: -2.69 2.76 -1.71
H: -1.98 1.32 -2.45
H: -0.99 2.35 -1.41
H: 0.40 0.86 0.36
H: 4.00 -1.58 1.21
H: 4.54 1.14 -1.22
H: 6.77 2.08 -1.64
H: 8.74 1.23 -0.42
H: 8.46 -0.59 1.23
H: 6.23 -1.53 1.66
H: 0.40 -3.40 -0.03
H: -2.01 -3.39 -0.58
H: -4.12 -2.21 -2.26
H: -5.39 -1.50 -1.25
H: -4.43 -2.85 -0.63
H: -4.31 0.78 -1.42


An isolated molecule of C20H23N3O3, computed with the ωB97M-V functional and the def2-TZVPD basis.

## Properties
SMILES ... CCOc1ccccc1NC(=O)C[C@@H]1Nc2cc(C)c(C)cc2NC1=O
Lowest unoccupied orbital energy ... 0.7 eV
E_HOMO ... -7.800 eV

Positions of all 49 atoms, in Å:
C: -5.09 2.82 1.29
C: -4.07 2.67 0.17
O: -3.50 1.38 0.11
C: -4.23 0.33 -0.36
C: -5.46 0.41 -0.98
C: -6.10 -0.74 -1.44
C: -5.50 -1.97 -1.27
C: -4.27 -2.07 -0.65
C: -3.62 -0.94 -0.19
N: -2.38 -0.95 0.45
C: -1.62 -2.02 0.78
O: -1.88 -3.18 0.53
C: -0.33 -1.63 1.50
C: 0.69 -0.99 0.55
N: 2.03 -1.42 0.90
C: 3.11 -0.76 0.36
C: 4.36 -1.35 0.20
C: 5.44 -0.63 -0.28
C: 6.77 -1.30 -0.44
C: 5.28 0.72 -0.62
C: 6.43 1.52 -1.15
C: 4.04 1.31 -0.45
C: 2.96 0.59 0.04
N: 1.72 1.19 0.26
C: 0.60 0.53 0.60
O: -0.43 1.12 0.89
H: -5.46 3.84 1.33
H: -5.93 2.15 1.15
H: -4.62 2.58 2.24
H: -4.52 2.94 -0.80
H: -3.22 3.33 0.35
H: -5.95 1.36 -1.13
H: -7.06 -0.65 -1.92
H: -6.00 -2.87 -1.62
H: -3.80 -3.03 -0.51
H: -2.02 -0.03 0.68
H: -0.56 -0.94 2.32
H: 0.09 -2.55 1.93
H: 0.44 -1.28 -0.49
H: 2.13 -2.43 0.96
H: 4.48 -2.39 0.46
H: 7.10 -1.27 -1.48
H: 6.72 -2.34 -0.12
H: 7.53 -0.79 0.16
H: 6.13 2.54 -1.36
H: 6.82 1.07 -2.07
H: 7.25 1.54 -0.43
H: 3.90 2.36 -0.70
H: 1.67 2.20 0.23


| no. | M (u) | DFT total energy (eV) | largest force on an atom (eV Å⁻¹) |
| --- | --- | --- | --- |
| 1 | 390.480 | -43788.639 | 1.07 |
| 2 | 537.516 | -155306.427 | 2.19 |
| 3 | 499.413 | -81161.777 | 1.48 |
| 4 | 305.425 | -25584.057 | 1.94 |
| 5 | 337.423 | -29679.423 | 0.61 |
| 6 | 353.422 | -31727.844 | 0.65 |